Below is a cluster of 2 separate species, C13H30BO4 in total, with properties calculated with ωB97M-V/def2-TZVPD.

Net charge: -1
Lowest unoccupied orbital energy, eV: 2.7
2S+1: 1

Atoms and positions in Å:
C (-2.156, -1.163, -4.838)
H (0.085, -2.877, -5.459)
H (-2.854, -2.238, -0.992)
C (1.838, -0.710, 3.068)
C (-0.452, -2.803, -4.511)
H (3.532, 0.807, 2.913)
H (1.559, 3.448, 0.890)
H (-0.442, 1.342, 3.494)
H (0.111, 4.662, 4.382)
H (1.947, 4.722, 3.920)
H (-2.385, 0.105, -0.449)
H (3.663, -1.779, 4.168)
H (3.628, -0.476, 1.535)
H (-2.005, -0.488, -5.689)
H (-2.203, 1.940, -1.460)
O (-0.502, 2.105, 2.847)
H (-1.010, 2.224, -2.736)
H (3.123, -2.521, 2.507)
H (0.227, -3.078, -3.701)
H (1.436, -0.115, 4.009)
H (-0.930, -0.908, -0.330)
H (1.393, 3.340, 5.091)
C (2.721, -2.053, 3.529)
C (-2.373, -1.618, -1.758)
H (-4.003, -0.240, -4.310)
H (-1.666, -2.280, -2.258)
C (2.122, 1.287, 1.171)
H (0.903, -1.827, 1.308)
C (1.970, 2.793, 1.800)
O (-0.916, 0.352, -1.925)
C (1.049, 3.984, 4.177)
H (-2.658, -2.067, -5.209)
C (2.851, 0.193, 2.148)
O (-0.867, -1.461, -4.303)
O (-3.422, -1.243, -2.655)
H (-2.653, 0.490, -3.501)
H (-1.292, -3.508, -4.496)
B (0.774, 2.895, 2.931)
C (0.520, -1.294, 2.286)
C (-1.652, -0.474, -1.029)
H (2.046, -2.893, 4.008)
H (-0.183, -0.365, 2.055)
H (1.073, 0.972, 0.758)
C (-3.060, -0.472, -3.805)
H (-0.076, -2.011, 3.014)
C (-1.172, 1.739, -1.769)
H (-0.469, 2.163, -1.040)
H (2.827, 1.398, 0.214)